(1)
# C34H76BN3O11P

A 6-piece molecular cluster, C34H76BN3O11P overall (the ωB97M-V functional and the def2-TZVPD basis, the Open Molecules 2025 dataset).

```
! RIJCOSX wB97M-V def2-TZVPD def2/J DEFGRID3
* xyz 1 1
O 8.34 -2.50 -5.63
O 1.48 -0.04 -4.59
H -2.43 0.05 -1.25
H -5.02 2.31 -1.71
H -12.23 -2.35 3.47
H 4.24 5.53 -2.62
H 8.43 -5.42 -7.29
H 6.32 6.12 -1.08
C -5.98 0.74 -0.57
C 4.55 -0.45 -3.04
C 3.09 -0.32 -0.76
H -5.32 -1.71 5.71
H 8.04 -0.48 -5.67
C -11.40 -3.30 1.72
C -8.07 -1.54 5.41
H -7.51 -2.55 10.48
C -11.97 -2.09 2.44
N 9.25 0.83 -3.78
H -10.25 -2.18 0.27
H 2.78 0.58 -0.12
H -6.93 -1.07 11.28
O -0.26 2.70 -0.96
C -5.60 2.20 -0.79
H -4.96 2.56 0.03
N 6.46 0.87 -3.29
H -8.99 -1.04 5.09
H 2.07 6.15 -1.62
H -9.59 -3.06 2.42
H 10.67 -3.30 -6.69
H -7.04 -0.48 0.87
H 9.99 -2.00 -7.65
H 2.81 -1.92 -2.90
H -6.78 -0.34 4.19
H -5.96 -0.29 9.10
C 8.33 -4.78 -6.42
C 6.25 5.00 -0.81
C 6.45 1.61 -2.08
C 6.92 4.20 -2.03
C 3.56 -1.54 -3.67
O -0.70 0.91 0.52
C 2.73 -0.42 2.61
H -6.58 0.39 -1.42
H 8.01 3.03 -5.71
C -6.16 -1.35 9.27
H -8.16 -0.99 10.01
C 7.50 2.75 -1.65
H 6.25 4.07 -2.94
C 3.81 4.71 -1.94
C 4.34 0.17 -1.64
C -11.02 -2.96 0.29
O 7.71 2.92 -4.78
H 4.61 -1.61 2.30
C 5.29 1.26 -1.07
H -4.12 -1.96 8.91
H 4.72 0.05 1.56
P 7.85 1.28 -4.38
H 1.43 2.21 0.31
O 7.67 0.42 -5.85
H -5.06 -3.14 9.82
C -6.78 0.57 0.71
C -4.89 -2.06 9.69
H -7.75 -1.12 6.36
H -4.95 -2.01 4.00
C 9.87 -3.06 -7.40
O 3.20 -0.70 -6.23
B 2.73 -0.75 -4.86
H 1.82 2.32 -1.50
H 2.59 0.73 2.63
H -1.84 1.09 -2.64
H -8.33 -2.60 5.56
H 2.22 4.43 0.52
H -4.50 -1.66 10.62
C -5.71 -2.11 4.77
H -11.24 -1.28 2.50
H -6.82 -2.83 8.18
H -12.13 -4.11 1.72
N 5.66 -0.06 -3.80
H -7.64 -2.88 3.26
H 2.83 -0.83 3.68
H -7.70 1.16 0.69
C 3.54 -1.47 0.27
H -0.83 -0.42 -2.03
C 1.17 2.79 -0.66
C 8.50 -3.31 -6.79
H -4.27 0.25 0.24
H -12.87 -1.72 1.94
H 7.73 -3.02 -7.50
O -4.81 -0.06 -0.51
H -11.88 -2.61 -0.28
H 8.56 2.55 -1.99
H 9.02 -2.75 -4.99
H 7.35 -4.95 -5.97
H 1.63 0.93 -4.67
C 2.26 5.01 -1.73
H 7.53 2.70 -0.49
H -10.59 -3.83 -0.22
C -0.75 1.40 -0.63
H 1.80 -0.84 2.09
H 4.48 -1.98 -0.17
C -1.48 0.48 -1.74
H 0.62 4.89 -0.23
H 2.17 -0.58 -1.39
C -7.25 -1.49 10.33
H 2.72 -2.25 0.49
O -6.63 -1.90 8.04
O -7.45 -1.94 3.12
H 3.89 3.73 -2.53
C -6.99 -1.40 4.36
O -10.24 -3.77 2.42
C 1.60 4.33 -0.43
H 9.07 -5.08 -5.67
H 3.52 0.22 -6.42
H 5.18 1.75 -0.06
C 4.69 4.70 -0.59
H 4.16 -2.36 -4.19
H 1.64 4.67 -2.64
C 4.01 -0.84 1.69
H -6.19 0.88 1.58
H 4.28 5.57 0.05
H 6.84 4.77 0.15
H -5.89 -3.19 4.90
H 10.02 -3.65 -8.30
H -6.48 2.84 -0.86
H 9.81 1.71 -3.73
H 4.46 3.75 -0.01
H 7.81 4.84 -2.39
*
```

Total energy   -2698.84815 hartree
Highest occupied orbital energy   -10.91 eV
Maximum force   5.8 eV/Å

Here are the Mulliken charges for atoms 1 to 5, given in e:
1. O -0.57
2. O -0.48
3. H 0.12
4. H 0.31
5. H 0.31

(2)
# C34H79BFN5O6

A 5-piece molecular cluster, C34H79BFN5O6 overall (the ωB97M-V functional and the def2-TZVPD basis, the Open Molecules 2025 dataset).

```
! RIJCOSX wB97M-V def2-TZVPD def2/J DEFGRID3
* xyz 0 1
C 6.86 -3.51 -2.60
C -0.67 1.47 2.50
H -6.27 4.25 9.77
C -3.14 4.50 -1.44
N 1.67 -4.62 1.24
C 6.98 -4.84 -3.35
H 2.53 -7.48 1.13
H -3.53 5.28 0.73
H -1.99 4.19 8.54
C -2.18 2.77 10.14
C -2.27 1.75 -5.16
H -2.33 4.25 2.84
H 3.60 -4.37 2.03
H 4.84 -4.72 -0.14
O -3.96 -0.39 -0.94
H -0.23 2.23 3.30
H -0.69 4.08 -4.67
H -3.05 3.13 -6.61
C 0.87 -4.37 0.03
C 1.37 -5.85 1.98
C 3.87 -5.18 0.06
H -5.32 1.70 3.23
H 3.35 -5.28 -0.90
O -5.65 2.61 2.91
C -2.35 2.28 -6.59
H 1.04 -7.13 0.23
H -3.03 -0.28 -2.97
C -2.84 -0.69 -1.87
H -1.13 2.75 10.43
H -4.22 1.12 8.93
H 0.63 5.00 -5.37
H -0.98 0.58 -9.05
H 10.32 -2.39 -4.71
H 9.55 -3.85 -4.11
H -1.55 2.57 8.11
H -2.12 3.93 0.54
H 0.77 3.25 -5.25
C -4.14 1.09 -0.81
H -2.68 3.50 10.78
H 8.02 -5.15 -3.44
C 8.58 -1.99 -3.51
H 5.83 -3.44 -2.20
H -5.29 3.23 0.20
H 6.46 -5.62 -2.79
N -1.10 2.66 -7.24
H -0.91 0.41 2.97
H 4.48 -3.03 -4.01
C -3.21 4.28 0.19
H -3.21 1.24 -4.91
H 1.10 -5.09 -0.76
C 1.49 -7.17 1.23
H 1.12 -0.35 -0.18
H -5.42 3.89 7.62
H -2.59 1.78 10.35
H 0.63 2.28 -0.61
H 0.27 -0.34 -8.20
H -5.36 0.19 6.93
H -2.85 1.52 -7.21
H 0.53 -0.92 1.52
C 9.35 -2.85 -4.51
H 4.32 -1.75 -5.21
C 0.26 -0.20 0.60
C -0.56 3.96 -6.84
C -1.36 -0.22 -1.32
B -4.41 3.21 2.31
H -5.61 2.62 9.91
H -1.47 1.02 -5.03
H -2.83 -1.87 -1.98
H 0.35 -5.77 2.37
H -1.33 -0.17 -7.47
H 7.48 -3.56 -1.70
H -1.16 -4.09 -0.64
H -3.15 0.95 7.55
H 0.76 2.00 -7.95
C 0.07 4.06 -5.45
C -4.23 3.05 0.66
H -1.00 -5.37 0.56
H 8.67 -0.94 -3.83
N -3.60 2.94 8.02
C -4.00 1.53 7.94
C -0.08 1.62 -7.36
C -3.34 3.93 3.32
H 0.33 1.34 -6.38
H -0.52 -0.76 -1.97
H -3.07 3.12 4.16
H 9.09 -2.04 -2.54
C 6.35 -2.04 -4.54
O 0.05 2.39 0.22
C -0.57 0.35 -8.06
H 6.59 -2.76 -5.33
C -0.64 -4.38 0.28
C -5.34 3.67 9.74
H 6.61 -1.05 -4.94
H -4.72 4.02 10.58
O -4.71 1.71 -1.85
H 3.19 -3.28 0.74
C -2.30 3.14 8.66
H -3.77 4.88 3.89
H 1.12 -3.38 -0.36
O -2.26 3.75 -2.12
H -0.91 -3.66 1.06
C -4.65 3.89 8.40
N -1.11 -0.62 0.11
H 0.97 -7.96 1.78
C 3.09 -4.33 1.06
H -2.14 2.55 -4.44
O -3.66 1.71 0.44
F -3.99 5.43 -2.22
N 7.15 -2.28 -3.33
H -1.88 -0.34 0.76
H -1.23 0.93 -1.54
H 0.21 4.25 -7.57
H -1.33 4.73 -6.93
C -5.18 1.27 7.02
H -4.24 4.91 8.38
H -1.66 1.94 2.10
H 4.57 -1.33 -3.51
C 4.85 -2.04 -4.29
H 4.07 -6.18 0.46
C 0.35 1.33 1.19
H 8.83 -2.95 -5.47
H 2.00 -5.89 2.88
H -4.99 1.66 6.01
H 1.44 1.52 1.63
H 6.53 -4.80 -4.34
H -6.10 1.72 7.40
*
```

Total energy   -2192.52393 hartree
Highest occupied orbital energy   -7.85 eV
SMILES string   CB(O)[C@@H](CC(=O)F)OC(=O)OCCNC[C@H](C)O.CCN(CC)CC.CCN(CC)CC.CCN(CC)CC.CCN(CC)CC
Maximum force   9.4 eV/Å

Here are the Mulliken charges for atoms 1 to 5, given in e:
1. C -0.59
2. C -0.79
3. H 0.38
4. C 0.13
5. N 0.16

(3)
# C34H81N11O12

A 12-piece molecular cluster, C34H81N11O12 overall (the ωB97M-V functional and the def2-TZVPD basis, the Open Molecules 2025 dataset).

```
! RIJCOSX wB97M-V def2-TZVPD def2/J DEFGRID3
* xyz 0 1
H -0.51 -3.05 -2.80
H 2.41 -2.43 -2.24
H 2.80 2.82 -2.53
H -1.76 -6.66 2.07
H 0.68 -4.23 6.85
C -0.22 2.84 4.31
H 1.45 5.04 0.17
C -3.61 2.08 -6.42
C 4.99 3.78 -0.65
H -1.90 1.15 -7.27
H -4.28 1.49 -5.81
C -1.34 -5.99 2.83
H -3.68 -2.32 -0.98
H -5.86 -2.32 2.60
H 3.99 3.85 -0.21
N -5.81 0.82 -0.58
C 1.04 -4.15 0.66
H 2.36 -1.11 3.22
H -3.63 3.10 -6.01
H -2.18 -5.39 3.15
C 4.50 -3.30 1.46
H -6.27 0.34 0.18
H -3.81 1.38 -2.39
C 2.06 1.88 1.28
H -0.08 5.81 0.06
H 1.55 2.43 -3.78
H -1.00 -6.58 3.70
O -3.88 0.80 0.59
H -6.93 2.15 -1.64
C -0.60 -4.38 -4.43
H -1.22 4.15 3.12
H -2.41 -3.71 -3.88
C 1.09 7.97 3.49
H 2.71 -0.74 -1.64
H 1.54 -4.48 -0.26
C -0.35 0.25 -1.06
H 0.37 4.25 -2.79
H -0.10 3.67 6.16
H 5.34 -0.37 -0.49
C 1.98 3.21 -3.11
H -3.16 -3.52 -6.35
C -2.50 -4.30 -6.02
H 5.24 -2.59 1.89
C 0.39 6.86 2.76
O 2.05 -3.82 4.43
H -6.13 0.95 -2.64
H 5.64 4.56 -0.21
H -0.66 -0.93 -5.53
O -2.34 1.02 -4.23
H -1.63 -4.46 -6.62
H -7.59 0.54 -1.71
C -4.92 -2.08 2.09
H -2.93 -4.47 0.74
H 0.83 -0.32 3.63
H -2.92 2.40 -1.25
O -0.64 6.32 3.15
H -1.09 1.27 2.71
H 1.92 8.38 2.89
C 6.20 0.22 -0.87
N 1.08 6.51 1.64
H 0.48 2.22 -0.73
H -4.97 -1.49 1.19
H 5.56 1.79 -2.26
H 6.60 -0.30 -1.74
C -0.19 -4.04 -3.04
C 5.50 2.41 -0.32
N 5.80 1.55 -1.32
H -4.59 2.84 -1.78
H 3.60 -3.14 2.03
C -2.96 -2.52 -0.12
H -0.09 4.95 4.88
N -1.00 3.18 3.24
H 0.22 4.63 1.34
O -1.06 -5.23 0.11
C 4.27 -3.02 0.00
H 0.81 -1.32 5.76
H 0.87 -1.96 2.98
H 2.39 -3.89 7.08
O 5.00 -3.44 -0.91
H 1.23 -2.64 7.41
H 2.63 -1.81 0.42
H -2.65 2.17 2.58
O 5.65 2.08 0.88
H -0.73 -0.46 -0.33
H 6.94 0.30 -0.06
H 2.30 3.98 -3.84
C 1.22 0.85 0.62
H -0.65 -4.72 -2.31
C 0.23 3.96 5.15
N -1.92 -3.99 -4.73
C -6.65 1.10 -1.70
H 0.22 -0.28 -1.83
H 1.87 1.89 2.35
C -0.20 -4.92 0.95
O 0.15 -4.90 -5.27
H -1.18 0.67 -1.58
O 1.27 -0.34 0.91
O 0.13 1.68 4.51
N 0.48 1.27 -0.42
N -3.39 -3.55 0.79
C -1.75 0.93 -5.29
C -3.92 2.02 -1.51
H 0.19 0.50 -6.22
C 3.05 -1.76 -1.63
H -1.99 -2.83 -0.52
C -1.59 2.20 2.41
O -4.44 -4.40 2.66
N 3.25 -2.20 -0.26
H 1.32 3.89 5.21
H 0.72 -3.12 0.43
O 1.02 3.75 -2.29
C 1.60 -3.10 5.30
H -3.02 -5.25 -6.01
C 0.66 5.44 0.80
N 1.24 -1.82 4.99
N -0.23 -5.27 2.26
N -2.26 1.52 -6.40
H 4.00 -1.78 -2.15
H 0.90 -4.09 -2.95
C 1.45 -3.49 6.75
H 0.50 -5.02 2.90
C -4.48 1.18 -0.41
H 1.94 2.89 0.90
H 3.09 1.55 1.15
H -4.27 -1.55 2.82
H 1.72 -4.13 1.51
C -4.29 -3.47 1.86
H 4.88 3.99 -1.72
H 1.87 7.08 1.40
H 4.84 -4.33 1.59
C -0.45 0.14 -5.41
H -1.39 2.38 1.37
H 0.33 8.73 3.59
H 0.08 0.22 -4.46
H -2.95 -1.55 0.38
C 1.37 -1.25 3.64
H -3.88 2.13 -7.45
H 1.42 7.70 4.48
*
```

Total energy   -2849.45845 hartree
Highest occupied orbital energy   -8.70 eV
SMILES string   CNC(C)=O.CNC(C)=O.CNC(C)=O.CNC(C)=O.CNC(C)=O.CNC(C)=O.CNC(C)=O.CNC(C)=O.CNC(C)=O.CNC(C)=O.CNC(C)=O.CO
Maximum force   2.7 eV/Å

Here are the Mulliken charges for atoms 1 to 5, given in e:
1. H -0.05
2. H -0.19
3. H -0.08
4. H 0.30
5. H 0.27